Formula: C40H44CdCl3N7O
Source: OMol25
Level of theory: ωB97M-V/def2-TZVPD

Structure (XYZ):
```
96
Properties=species:S:1:pos:R:3:forces:R:3:mulliken_charge:R:1
Cd 0.35215 1.55658 -0.30746 0.14 -0.16 0.47 1.134
Cl -0.26417 1.72749 -7.67899 -0.03 -0.04 -0.11 -0.325
C 0.16988 1.99852 -5.99157 -0.05 -0.03 -0.05 0.320
C 1.38452 2.58463 -5.69622 0.04 0.05 0.11 -0.560
C 1.69409 2.77518 -4.34447 -0.10 0.07 -0.15 -0.523
C 0.85589 2.39949 -3.28184 0.16 0.05 0.11 0.136
O 1.28739 2.56540 -2.05703 -0.05 0.10 -0.22 -1.191
C -0.45544 1.86219 -3.62931 0.07 -0.02 -0.08 0.405
C -1.52180 1.59972 -2.73088 -0.24 0.07 -0.01 -0.046
N -1.49827 1.79290 -1.40655 0.04 -0.10 -0.17 -0.063
C -2.58624 1.74648 -0.59525 -0.57 0.01 0.24 0.808
C -3.90530 1.39894 -1.00853 0.39 0.06 -0.29 -0.719
C -4.95347 1.38840 -0.11946 -0.19 0.03 0.44 -0.964
C -4.76893 1.72516 1.22458 -0.11 -0.07 -0.25 -0.593
C -3.50234 2.11010 1.68531 0.22 0.06 0.06 1.260
C -3.24856 2.49087 3.03412 -0.11 -0.05 0.03 -0.782
C -1.95304 2.85406 3.41513 0.20 0.01 -0.03 -0.652
C -0.93523 2.81479 2.49311 0.03 0.09 0.10 -0.586
N -1.13409 2.44743 1.19741 0.29 0.00 0.05 -0.725
C -2.38681 2.11312 0.78358 -0.37 -0.07 -0.19 0.054
C -0.72604 1.64810 -5.00682 0.11 -0.02 0.10 -1.213
H 2.06394 2.89410 -6.47914 0.00 -0.01 -0.01 0.380
H 2.62005 3.27784 -4.08675 0.04 -0.06 0.11 0.460
H -2.45943 1.31408 -3.21101 0.02 0.01 0.02 -0.078
H -4.08761 1.14557 -2.04447 0.01 -0.02 0.01 0.194
H -5.94966 1.12193 -0.46080 0.04 -0.04 -0.05 0.292
H -5.60028 1.71128 1.92192 -0.01 0.01 -0.01 0.322
H -4.06064 2.48750 3.75326 -0.02 0.00 -0.03 0.322
H -1.73694 3.14138 4.43800 0.04 0.01 -0.01 0.353
H 0.08561 3.06434 2.76436 -0.01 -0.02 0.02 0.213
H -1.68194 1.21681 -5.27985 -0.01 0.01 -0.03 0.353
N 3.22151 2.72650 0.23662 -0.11 -0.05 0.19 -0.163
C 3.04842 2.52133 1.59754 0.31 -0.06 0.01 1.095
C 3.24520 3.59972 2.46870 -0.06 0.06 0.04 -0.790
C 3.23272 3.43837 3.84253 -0.12 -0.01 -0.08 -0.502
C 3.00157 2.18378 4.38416 0.00 -0.02 0.16 -1.132
C 2.79297 1.11086 3.53119 -0.06 0.14 -0.07 -0.478
C 2.81895 1.24010 2.14290 0.02 0.03 0.12 -0.227
C 2.64512 0.00200 1.32889 -0.16 0.05 -0.11 2.876
C 3.46520 -1.08773 1.64897 0.05 -0.06 0.07 -0.477
C 3.26625 -2.30836 1.03849 -0.05 -0.06 0.03 -1.550
C 2.25905 -2.44501 0.08941 0.09 0.05 0.00 -0.383
C 1.50418 -1.34815 -0.30761 -0.09 0.03 0.02 3.918
C 1.66590 -0.09260 0.33101 0.09 -0.17 -0.03 -2.744
H 3.04240 3.66656 -0.07797 -0.09 -0.03 -0.09 0.262
H 2.81237 2.04094 -0.38300 0.14 0.05 -0.12 -0.387
H 3.42305 4.58215 2.04339 0.02 -0.01 -0.02 0.324
H 3.38104 4.29645 4.48770 0.02 0.01 -0.01 0.348
H 2.97227 2.04302 5.45776 -0.03 0.00 -0.01 0.352
H 2.57404 0.13466 3.94764 0.05 -0.04 -0.02 0.361
H 4.25553 -0.97516 2.38392 -0.01 0.05 0.01 0.444
H 3.89028 -3.15869 1.29228 -0.01 0.01 0.03 0.332
H 2.09684 -3.42354 -0.34264 0.01 0.05 -0.05 0.268
H -0.52088 -1.48413 -0.91716 -0.03 0.14 -0.07 -0.619
Cl 3.88335 0.15717 -1.83193 0.19 0.04 -0.37 0.077
C 4.24754 0.77807 -3.44633 -0.06 0.07 0.37 -0.038
Cl 5.27528 -0.34378 -4.36129 0.13 -0.14 -0.20 -0.241
H 4.79455 1.70854 -3.34584 -0.06 0.00 0.01 0.407
H 3.31679 0.92777 -3.98139 -0.01 -0.04 -0.02 -0.158
C -2.57668 -1.49341 1.12659 -0.03 0.02 0.08 0.331
N -1.17137 -1.44391 1.53254 -0.11 -0.04 -0.11 0.683
C -0.71402 -2.80075 1.78924 0.01 0.02 0.09 -0.419
N -1.50521 -3.46895 2.83980 0.02 -0.11 0.02 0.087
C -2.90805 -3.46382 2.41185 0.04 0.03 -0.02 -0.704
N -3.41835 -2.12103 2.15970 -0.10 -0.05 -0.02 0.057
C -3.26850 -1.33219 3.38712 0.00 -0.03 0.01 -0.482
N -1.87696 -1.28120 3.84638 0.02 0.00 0.13 0.137
C -1.07056 -0.67644 2.77212 -0.04 0.01 0.03 0.283
C -1.41006 -2.64723 4.05245 -0.01 0.01 -0.05 -0.707
H -2.66435 -2.07746 0.20495 0.01 0.04 -0.01 0.266
H -2.93456 -0.47935 0.94504 -0.04 -0.02 -0.05 -0.894
H 0.33194 -2.76853 2.10374 0.00 -0.02 -0.05 0.067
H -0.79320 -3.38828 0.86967 0.05 0.01 0.01 -0.102
H -3.51289 -3.93687 3.19353 0.00 0.01 -0.03 0.372
H -2.99267 -4.05267 1.49342 -0.01 0.00 0.02 0.367
H -3.87891 -1.79084 4.17322 -0.01 0.04 -0.01 0.363
H -3.61720 -0.31579 3.19538 0.01 0.00 0.03 0.066
H -0.02376 -0.64773 3.08733 0.01 0.04 -0.04 0.008
H -1.42106 0.33967 2.60444 0.03 0.02 -0.02 -0.656
H -2.01150 -3.11654 4.83917 0.03 0.01 -0.01 0.367
H -0.36369 -2.62006 4.37017 -0.02 0.00 0.02 0.351
C -0.08370 -3.86675 -1.99105 0.12 0.05 0.03 -1.889
C 0.49963 -2.54077 -2.49333 -0.03 -0.02 -0.01 2.017
C -0.39522 -2.04632 -3.63744 0.00 0.00 0.04 -1.985
C 1.90859 -2.75009 -3.05783 -0.10 0.00 0.03 -1.494
C 0.45931 -1.44061 -1.40798 0.10 -0.10 0.03 -0.040
H -0.04628 -4.61714 -2.78619 -0.02 -0.03 0.00 0.529
H -1.12831 -3.73494 -1.69669 -0.01 0.00 0.01 0.285
H 0.46347 -4.25923 -1.13262 -0.05 -0.03 0.00 0.261
H -0.55840 -2.83510 -4.37828 0.01 -0.03 0.02 0.522
H 0.05902 -1.19461 -4.14504 -0.01 0.09 0.00 0.352
H -1.36472 -1.72051 -3.25300 -0.03 0.01 -0.03 0.353
H 1.85887 -3.31752 -3.99150 0.00 -0.02 -0.02 0.471
H 2.55881 -3.28544 -2.36770 0.05 0.02 -0.03 0.323
H 2.37035 -1.78481 -3.26510 0.04 0.00 -0.06 0.034
H 0.49148 -0.48795 -1.94645 -0.04 0.05 0.01 -0.737
```
Forces are in eV/Å.

Results
frontier orbital gap (alpha / beta) = 3.583 / 3.727 eV
relative energy (zero: lowest compared OMol25 entry of this formula, charge and spin) = 0.00 kcal per mole
HOMO energy (alpha / beta) = 0.596 / 0.460 eV
2S+1 = 1
energy = -96805.440 eV
net charge = -2